Record 1
{
  "formula": "C6H10O",
  "method": "wB97M-V/def2-TZVPD",
  "smiles": "C/C=C\\OC1C=C1.[H][H]",
  "charge": 0,
  "orbital_gap_ev": 9.535,
  "lumo_ha": 0.042,
  "relative_energy_kj_mol": 418.58,
  "species": ["C", "C", "C", "O", "C", "C", "C", "H", "H", "H", "H", "H", "H", "H", "H", "H", "H"],
  "xyz": [[-2.468229, -0.757191, -0.752892], [-1.552919, 0.354291, -0.345446], [-0.488369, 0.419284, 0.450053], [0.276627, -0.560573, 0.997475], [1.619650, -0.114522, 1.238428], [2.442067, 0.507751, 0.174568], [1.985491, 1.310219, 1.091338], [-3.485273, -0.424990, -0.509477], [-2.282659, -1.691386, -0.218491], [-2.456330, -0.954827, -1.832574], [-1.856553, 1.343206, -0.680107], [0.471931, -1.594065, -1.509587], [-0.155214, 1.416377, 0.714252], [2.050967, -0.754239, 2.006291], [2.968015, 0.402979, -0.763303], [1.114247, -1.223027, -1.494476], [1.816550, 2.320713, 1.433947]],
  "forces_ev_per_angstrom": [[-0.01, -0.12, 0.02], [-0.04, 0.12, 0.16], [-0.14, 0.30, -0.18], [-0.22, 0.07, -0.12], [0.17, -0.10, 0.23], [-0.02, 0.15, 0.11], [0.14, -0.06, -0.13], [0.08, -0.24, -0.06], [0.09, 0.10, -0.08], [0.11, 0.04, 0.18], [-0.17, -0.06, 0.16], [0.06, 0.00, -0.05], [-0.02, 0.01, -0.20], [-0.16, 0.06, -0.13], [-0.07, -0.04, 0.18], [-0.05, -0.09, -0.09], [0.25, -0.15, 0.01]]
}

Record 2
{
  "formula": "CH8NO2",
  "method": "wB97M-V/def2-TZVPD",
  "multiplicity": 2,
  "charge": 2,
  "orbital_gap_ev": [13.238, 2.546],
  "s_squared": 0.7559,
  "lumo_ha": [-0.333, -0.618],
  "relative_energy_kj_mol": 42.36,
  "species": ["C", "N", "H", "H", "H", "H", "H", "H", "O", "H", "H", "O"],
  "xyz": [[0.314821, -1.437581, -0.353443], [-0.191919, -0.270222, -0.259022], [-0.292947, -2.267128, -0.019912], [1.173194, -1.562585, -0.996711], [0.399253, 0.504677, -0.556473], [-1.095044, -0.092665, 0.218169], [2.869050, 2.111349, -0.417336], [3.472917, 0.672334, -0.604317], [2.605784, 1.166745, -0.583615], [-3.452491, -0.411256, 1.014661], [-2.849918, 0.776952, 1.800856], [-2.714648, 0.231087, 1.001795]],
  "forces_ev_per_angstrom": [[-1.42, 0.24, -1.02], [0.83, -0.14, 0.52], [0.30, -0.32, 0.22], [0.47, -0.25, 0.44], [-0.73, 0.11, -0.16], [0.25, 0.10, -0.12], [-0.17, 0.06, -0.07], [-0.22, 0.03, -0.09], [0.80, 0.17, 0.18], [0.03, 0.11, -0.14], [0.02, 0.08, -0.11], [-0.17, -0.17, 0.35]]
}

Record 3
{
  "formula": "C11H11F3N2O2S",
  "method": "wB97M-V/def2-TZVPD",
  "smiles": "C[C@H](Sc1cccc(C(F)(F)F)c1)C(=O)NC(N)=O",
  "charge": 0,
  "orbital_gap_ev": 9.849,
  "lumo_ha": 0.014,
  "relative_energy_kj_mol": 0.00,
  "species": ["C", "H", "H", "C", "C", "O", "N", "C", "O", "N", "H", "H", "H", "H", "S", "C", "C", "C", "C", "C", "C", "H", "H", "H", "C", "F", "F", "F", "H", "H"],
  "xyz": [[0.604118, 2.435035, 1.688632], [0.509109, 1.435037, 2.104788], [1.588814, 2.815347, 1.952639], [0.466589, 2.392743, 0.179279], [1.300886, 1.291165, -0.447305], [1.800032, 0.401884, 0.210082], [1.386831, 1.375351, -1.803377], [1.961848, 0.450781, -2.714538], [1.841868, 0.647752, -3.897723], [2.591967, -0.581801, -2.142458], [3.024996, -1.267318, -2.735516], [2.619852, -0.661316, -1.133958], [0.908859, 2.136907, -2.270300], [0.705568, 3.361252, -0.265446], [-1.275313, 2.092626, -0.379080], [-1.334380, 0.318450, -0.178816], [-1.492245, -0.225515, 1.084212], [-1.465277, -1.604863, 1.227832], [-1.312742, -2.433733, 0.124539], [-1.191750, -1.873619, -1.135344], [-1.202211, -0.498689, -1.291469], [-1.103335, -0.058126, -2.271968], [-1.080918, -2.510037, -1.999214], [-1.289568, -3.504482, 0.255684], [-1.641811, -2.204481, 2.594817], [-1.193291, -1.405090, 3.573669], [-2.938534, -2.445994, 2.873263], [-1.006219, -3.376673, 2.734056], [-1.631151, 0.412295, 1.943213], [-0.152590, 3.085111, 2.119805]],
  "forces_ev_per_angstrom": [[0.09, -0.01, -0.12], [-0.01, 0.00, 0.04], [0.10, -0.01, 0.09], [-0.51, -0.12, 0.13], [0.09, 0.30, 0.00], [0.09, -0.06, 0.24], [0.17, 0.10, -0.45], [-0.15, 0.19, 0.45], [-0.05, 0.10, -0.56], [0.29, -0.43, 0.24], [-0.07, 0.10, -0.07], [-0.04, 0.02, -0.09], [0.04, -0.21, 0.07], [0.06, -0.06, -0.03], [0.05, -0.05, 0.08], [-0.13, 0.54, -0.06], [-0.02, -0.32, 0.03], [0.04, -0.02, 0.11], [0.00, 0.11, 0.11], [-0.02, -0.10, -0.02], [-0.01, -0.08, 0.01], [0.04, 0.05, -0.08], [0.01, -0.07, -0.09], [0.00, -0.09, 0.01], [-0.16, -0.13, 0.23], [0.11, 0.24, -0.01], [-0.15, 0.04, -0.12], [0.15, -0.14, -0.18], [0.01, 0.05, 0.04], [-0.02, 0.04, 0.00]]
}

Record 4
{
  "formula": "C3H7N4O",
  "method": "wB97M-V/def2-TZVPD",
  "charge": 1,
  "orbital_gap_ev": [8.676, 8.675],
  "lumo_ha": [-0.153, -0.153],
  "relative_energy_kj_mol": 366.13,
  "species": ["C", "C", "C", "N", "N", "N", "N", "O", "H", "H", "H", "H", "H", "H", "H"],
  "xyz": [[0.681566, -1.380391, 1.794471], [0.035561, 1.506201, -0.155907], [-0.300304, -0.753501, -0.723528], [1.069107, 0.970529, -0.986182], [0.734610, -0.218997, -1.334081], [1.704229, -1.927848, 1.694909], [-0.913023, 0.383146, 0.098592], [-0.331497, -0.845939, 2.186709], [0.420562, 1.870266, 0.749980], [-0.425111, 2.318582, -0.692947], [-0.938672, -1.388724, -1.280461], [1.336749, -0.808217, -1.993943], [2.475928, -2.418207, 1.194962], [-0.858800, -0.021591, 1.202947], [-1.871800, 0.507055, -0.108115]],
  "forces_ev_per_angstrom": [[-1.15, 0.20, 1.49], [-0.65, -0.39, -1.10], [-1.53, 0.47, 0.44], [1.63, -0.56, -1.42], [1.03, 0.65, 0.32], [2.00, -1.04, -1.15], [1.49, -2.40, 1.29], [1.03, -0.61, -0.22], [0.57, 0.41, 1.32], [-0.40, 0.40, -0.12], [-0.56, -0.76, -0.08], [-0.90, 1.41, 1.07], [-1.44, 0.86, 0.85], [0.07, 0.78, -2.03], [-1.20, 0.57, -0.64]]
}